{"formula": "C2H4INO2", "method": "ωB97M-V/def2-TZVPD", "elements": ["I", "O", "O", "N", "C", "C", "H", "H", "H", "H"], "xyz": [[-3.955, -0.043, -0.022], [-1.472, -1.457, 0.229], [-1.863, 1.957, 0.154], [-2.020, -0.216, 0.051], [-1.280, 0.911, 0.051], [0.200, 0.602, 0.069], [0.288, -0.244, -0.609], [0.850, 1.508, -0.292], [-1.784, -2.115, -0.398], [0.545, 0.432, 1.197]], "mulliken_charge": [0.180, -0.408, -0.628, -0.198, 0.704, -0.823, 0.312, 0.274, 0.355, 0.230], "e_tot_ha": -581.4419, "homo_energy_ev": -9.02, "multiplicity": 1, "gap_ha": 0.335}